1.
146
Properties=species:S:1:pos:R:3 method="wB97M-V/def2-TZVPD" fmax_ev_per_a=5.02 smiles="O=S1(=O)OC[C@H](CCC(F)(F)C(F)(F)C(F)(F)C(F)(F)F)O1.C1CCOC1.C1CCOC1.C1CCOC1.C1CCOC1.C1CCOC1.C1CCOC1.C1CCOC1.C1CCOC1.C1CCOC1" mol_weight_g_mol=1019.15 homo_ev=-9.2 gap_ev=9.55
O -0.987 -1.696 -0.661
S -0.371 -0.849 -1.732
O -0.852 0.547 -1.474
O -0.912 -1.584 -3.133
C 0.098 -2.569 -3.499
C 1.548 -2.082 -3.016
C 2.489 -3.291 -2.600
C 3.850 -2.853 -1.886
C 3.899 -3.131 -0.323
F 3.681 -4.534 -0.156
F 5.259 -2.934 0.066
C 2.882 -2.249 0.536
F 1.574 -2.687 0.273
F 3.087 -0.904 0.131
C 3.157 -2.311 2.120
F 4.312 -1.521 2.342
F 3.357 -3.644 2.540
C 2.005 -1.622 2.997
F 2.423 -1.568 4.347
F 1.832 -0.281 2.620
F 0.805 -2.315 2.998
O 1.263 -1.032 -2.060
H -0.110 -3.516 -2.908
H -0.016 -2.605 -4.632
H 1.952 -1.560 -3.949
H 1.968 -4.097 -1.983
H 2.791 -3.809 -3.580
H 4.148 -1.778 -2.151
H 4.680 -3.502 -2.343
C -4.061 1.959 -1.315
C -5.480 2.387 -1.628
C -5.255 3.535 -2.593
O -4.042 3.253 -3.300
C -3.370 2.165 -2.648
H -3.982 0.934 -0.949
H -3.630 2.627 -0.562
H -6.010 1.573 -2.133
H -6.056 2.676 -0.748
H -5.120 4.483 -2.059
H -6.076 3.651 -3.305
H -3.466 1.281 -3.286
H -2.310 2.401 -2.538
C -5.651 -3.099 -1.667
C -4.906 -2.629 -0.436
C -3.633 -2.061 -1.034
O -3.976 -1.563 -2.337
C -5.286 -2.031 -2.681
H -6.728 -3.195 -1.520
H -5.261 -4.070 -1.990
H -5.473 -1.835 0.061
H -4.717 -3.420 0.292
H -2.873 -2.835 -1.161
H -3.212 -1.255 -0.433
H -5.973 -1.179 -2.624
H -5.284 -2.408 -3.707
C 0.241 -3.131 -9.508
C -0.500 -1.823 -9.326
C -0.432 -1.629 -7.824
O 0.789 -2.242 -7.382
C 1.326 -3.027 -8.455
H 0.637 -3.275 -10.515
H -0.425 -3.969 -9.279
H 0.041 -1.017 -9.832
H -1.522 -1.840 -9.707
H -1.263 -2.134 -7.320
H -0.438 -0.575 -7.536
H 2.208 -2.506 -8.843
H 1.638 -4.003 -8.075
C 1.056 -0.018 6.927
C 0.164 0.182 5.723
C -1.207 0.296 6.360
O -1.014 0.874 7.658
C 0.387 0.865 7.964
H 2.099 0.248 6.750
H 1.018 -1.065 7.247
H 0.422 1.121 5.222
H 0.227 -0.623 4.991
H -1.665 -0.690 6.496
H -1.890 0.919 5.778
H 0.751 1.897 7.900
H 0.539 0.505 8.984
C 1.043 3.472 0.228
C 1.666 2.304 0.964
C 2.876 2.000 0.103
O 3.290 3.241 -0.484
C 2.266 4.220 -0.266
H 0.391 4.087 0.851
H 0.459 3.106 -0.622
H 1.987 2.623 1.961
H 0.997 1.450 1.077
H 2.622 1.312 -0.710
H 3.702 1.571 0.676
H 2.632 4.926 0.488
H 2.078 4.767 -1.193
C 1.545 -4.465 6.533
C 0.102 -4.490 6.988
C 0.000 -5.858 7.635
O 1.296 -6.164 8.164
C 2.241 -5.214 7.651
H 1.941 -3.459 6.383
H 1.647 -5.017 5.592
H -0.064 -3.709 7.738
H -0.618 -4.346 6.180
H -0.252 -6.629 6.898
H -0.741 -5.889 8.438
H 2.517 -4.540 8.469
H 3.139 -5.735 7.312
C 5.923 -1.797 8.955
C 6.676 -3.023 8.487
C 5.555 -3.898 7.958
O 4.534 -3.016 7.471
C 4.828 -1.684 7.913
H 6.541 -0.901 9.023
H 5.483 -1.985 9.940
H 7.355 -2.753 7.672
H 7.260 -3.507 9.271
H 5.118 -4.510 8.755
H 5.884 -4.559 7.153
H 5.166 -1.110 7.043
H 3.921 -1.218 8.306
C -1.307 3.786 -5.150
C -0.250 4.506 -5.959
C 0.847 3.462 -6.046
O 0.203 2.181 -6.022
C -1.172 2.362 -5.652
H -2.311 4.190 -5.279
H -1.054 3.833 -4.085
H -0.636 4.727 -6.960
H 0.087 5.442 -5.510
H 1.517 3.517 -5.181
H 1.445 3.555 -6.956
H -1.784 2.197 -6.546
H -1.450 1.622 -4.898
C -4.547 7.652 -2.494
C -4.231 9.102 -2.789
C -2.720 9.075 -2.921
O -2.372 7.778 -3.423
C -3.524 6.927 -3.346
H -5.575 7.369 -2.729
H -4.368 7.441 -1.434
H -4.684 9.394 -3.742
H -4.579 9.794 -2.020
H -2.234 9.199 -1.947
H -2.344 9.844 -3.599
H -3.895 6.772 -4.365
H -3.239 5.959 -2.929

2.
146
Properties=species:S:1:pos:R:3 method="wB97M-V/def2-TZVPD" fmax_ev_per_a=1.14 smiles="O=S1(=O)OC[C@H](CCC(F)(F)C(F)(F)C(F)(F)C(F)(F)F)O1.C1CCOC1.C1CCOC1.C1CCOC1.C1CCOC1.C1CCOC1.C1CCOC1.C1CCOC1.C1CCOC1.C1CCOC1" mol_weight_g_mol=1019.15 homo_ev=-9.1 gap_ev=9.50
O 0.942 0.225 1.769
S 1.709 0.474 0.591
O 1.659 -0.505 -0.443
O 3.196 0.792 1.051
C 3.245 2.179 1.468
C 2.264 2.922 0.526
C 1.525 4.077 1.178
C 0.377 4.682 0.337
C -1.052 4.429 0.791
F -1.197 4.876 2.079
F -1.888 5.180 0.008
C -1.548 2.964 0.745
F -0.906 2.284 1.724
F -1.207 2.450 -0.462
C -3.084 2.776 0.926
F -3.696 3.153 -0.218
F -3.531 3.534 1.943
C -3.512 1.307 1.191
F -4.846 1.254 1.211
F -3.070 0.518 0.210
F -3.056 0.859 2.358
O 1.423 1.895 -0.031
H 2.896 2.241 2.501
H 4.275 2.499 1.318
H 2.867 3.305 -0.304
H 1.189 3.851 2.194
H 2.289 4.856 1.280
H 0.490 4.427 -0.720
H 0.450 5.773 0.392
C 2.823 -3.783 -0.443
C 3.742 -5.004 -0.358
C 4.505 -4.904 -1.673
O 4.590 -3.519 -1.987
C 3.725 -2.767 -1.128
H 2.463 -3.433 0.522
H 1.958 -4.006 -1.074
H 4.430 -4.897 0.485
H 3.211 -5.949 -0.248
H 3.957 -5.408 -2.479
H 5.510 -5.327 -1.621
H 4.331 -2.229 -0.392
H 3.178 -2.038 -1.724
C 3.543 -3.048 5.044
C 2.084 -2.900 4.616
C 2.210 -1.988 3.401
O 3.478 -2.293 2.807
C 4.253 -3.095 3.697
H 3.736 -3.931 5.652
H 3.860 -2.169 5.609
H 1.681 -3.872 4.322
H 1.439 -2.483 5.387
H 2.198 -0.936 3.692
H 1.427 -2.149 2.663
H 4.291 -4.120 3.308
H 5.270 -2.703 3.735
C 8.572 4.683 0.709
C 8.678 3.434 -0.163
C 7.277 2.853 -0.046
O 6.395 3.969 0.126
C 7.154 5.147 0.403
H 9.320 5.442 0.485
H 8.664 4.414 1.764
H 8.884 3.716 -1.198
H 9.450 2.738 0.160
H 7.193 2.199 0.831
H 6.966 2.299 -0.926
H 7.133 5.794 -0.480
H 6.691 5.682 1.234
C -6.911 -1.384 1.359
C -5.480 -1.903 1.431
C -5.645 -3.158 2.277
O -6.953 -3.661 1.995
C -7.702 -2.683 1.271
H -7.094 -0.717 0.518
H -7.160 -0.847 2.279
H -5.125 -2.165 0.432
H -4.779 -1.198 1.869
H -5.583 -2.925 3.346
H -4.908 -3.929 2.049
H -7.800 -3.015 0.232
H -8.701 -2.607 1.704
C -0.225 -1.680 -2.979
C -1.230 -0.808 -2.231
C -0.921 0.572 -2.798
O -0.471 0.362 -4.140
C -0.214 -1.026 -4.355
H -0.499 -2.733 -3.017
H 0.758 -1.597 -2.511
H -2.251 -1.103 -2.487
H -1.122 -0.853 -1.148
H -0.118 1.053 -2.234
H -1.785 1.238 -2.812
H -1.003 -1.436 -4.996
H 0.741 -1.134 -4.872
C -6.505 1.749 4.482
C -6.461 0.540 5.414
C -6.983 1.138 6.716
O -7.895 2.172 6.346
C -7.772 2.449 4.947
H -6.535 1.494 3.424
H -5.635 2.388 4.655
H -7.141 -0.236 5.054
H -5.470 0.101 5.520
H -6.168 1.579 7.301
H -7.503 0.412 7.342
H -8.653 2.057 4.430
H -7.737 3.528 4.798
C -10.322 2.893 0.473
C -10.061 4.332 0.914
C -9.171 4.122 2.132
O -8.424 2.929 1.883
C -8.979 2.238 0.763
H -10.619 2.799 -0.571
H -11.103 2.447 1.092
H -9.517 4.871 0.136
H -10.966 4.890 1.147
H -9.766 3.983 3.041
H -8.475 4.946 2.298
H -8.294 2.346 -0.085
H -9.065 1.176 1.002
C 4.988 -0.789 -3.771
C 5.229 0.140 -4.959
C 4.784 1.482 -4.395
O 5.063 1.439 -2.993
C 5.376 0.097 -2.600
H 5.558 -1.714 -3.805
H 3.929 -1.048 -3.709
H 6.293 0.165 -5.206
H 4.678 -0.143 -5.855
H 3.708 1.632 -4.534
H 5.311 2.330 -4.836
H 6.451 0.029 -2.394
H 4.833 -0.140 -1.684
C 4.064 -6.047 -5.639
C 4.186 -6.237 -7.150
C 3.611 -4.926 -7.672
O 3.917 -3.935 -6.691
C 4.377 -4.564 -5.491
H 4.737 -6.678 -5.061
H 3.040 -6.252 -5.317
H 5.237 -6.328 -7.432
H 3.655 -7.110 -7.528
H 2.523 -4.988 -7.784
H 4.039 -4.623 -8.628
H 5.455 -4.393 -5.398
H 3.884 -4.104 -4.634